one | A molecular structure, C6H8N2. Source: OMol25; level of theory: wB97M-V/def2-TZVPD.

Calculated values
lowest unoccupied orbital energy	0.03209	Ha

The geometry in ORCA input format:
```
! RIJCOSX wB97M-V def2-TZVPD def2/J DEFGRID3
* xyz 0 1
C -1.17310 -1.43301 -1.65475
C -0.14072 -0.95006 -0.63676
C 0.39503 0.51462 -0.86869
C 1.31684 0.71321 0.38660
C 0.28532 0.17488 1.44631
C -0.84510 -0.16184 0.54717
H 0.63382 -1.72332 -0.35587
H 0.60689 0.79578 -1.85508
H 2.20546 0.01556 0.25255
H 1.63008 1.76737 0.49443
H 0.17708 0.78967 2.34229
H 0.76376 -0.73511 1.83124
H -1.74019 -0.62395 0.94441
H -1.25743 1.78389 -0.10006
N -1.97964 -1.84207 -2.38516
N -0.87809 0.91439 -0.38862
*
```

two | A single C6H8N2 molecule. Source: OMol25; level of theory: wB97M-V/def2-TZVPD.

Calculated values
SMILES string	C=CC1=NC(=C)CN1
lowest unoccupied orbital energy	0.02043	Ha

The geometry in ORCA input format:
```
! RIJCOSX wB97M-V def2-TZVPD def2/J DEFGRID3
* xyz 0 1
C 2.59697 -0.98734 0.15835
C 2.15933 0.30393 0.03186
C 0.64962 0.47970 -0.04844
N 0.03285 -0.63959 -0.40953
C -1.36607 -0.37303 -0.19018
C -2.32314 -1.39549 0.12504
C -1.51581 1.06988 0.01704
N -0.09059 1.40458 0.12571
H 3.80496 -1.33992 0.15585
H 1.68908 -1.76493 0.06412
H 2.81213 1.09463 0.03784
H -3.33066 -1.06124 0.73545
H -1.97345 -2.33300 0.18886
H -2.06701 1.14235 0.97422
H -1.93733 1.78114 -0.93386
H 0.20101 2.54008 0.20229
*
```

three | A single C6H8N2 molecule. Source: OMol25; level of theory: wB97M-V/def2-TZVPD.

Calculated values
SMILES string	[H]/N=C(/C)C(=C)C=C=N
lowest unoccupied orbital energy (spin up / spin down)	-0.04118 / -0.04116	Ha

The geometry in ORCA input format:
```
! RIJCOSX wB97M-V def2-TZVPD def2/J DEFGRID3
* xyz 0 1
H -1.17152 -0.35454 -1.94772
N -1.22306 -1.03563 -1.18502
C -0.49394 -0.65978 -0.18581
C -0.48435 -1.52368 1.05537
C 0.90191 0.24081 -0.44341
C 2.08524 -0.32971 -0.66748
C 0.44676 1.55973 -0.23609
C -0.84830 1.46344 0.13670
N -1.96542 1.81354 0.45329
H 0.30114 -2.27875 0.97607
H -0.30261 -0.91819 1.94520
H -1.43464 -2.04966 1.16418
H 2.23725 -1.39726 -0.55508
H 2.88980 0.24333 -1.11856
H 1.07585 2.43841 -0.15516
H -2.01411 2.78796 0.76353
*
```

four | A single C6H8N2 molecule. Source: OMol25; level of theory: wB97M-V/def2-TZVPD.

Calculated values
lowest unoccupied orbital energy (spin up / spin down)	-0.05054 / -0.05218	Ha

The geometry in ORCA input format:
```
! RIJCOSX wB97M-V def2-TZVPD def2/J DEFGRID3
* xyz 0 1
C 1.54180 2.45056 1.70928
C 0.04961 -0.45666 -0.05093
C 0.69210 1.81892 1.08459
C 0.53709 -0.22458 1.31969
C -0.22375 -1.60373 -0.73408
C -1.23157 -1.51449 -1.85366
N -0.27653 0.66479 -0.69548
N 0.03578 1.80139 -0.06475
H 2.04977 2.60545 2.63625
H 1.48230 -0.47636 1.67340
H -0.15030 -0.46489 2.02417
H 0.19593 -2.56115 -0.33669
H -2.05754 -2.20945 -1.48274
H -0.76880 -2.01508 -2.79364
H -1.51749 -0.43811 -2.01922
H -0.35839 2.62341 -0.41620
*
```

Which one sits at the top of the stability order? one does.

one | A single C6H8N2 molecule. Source: OMol25; level of theory: wB97M-V/def2-TZVPD.

Calculated values
lowest unoccupied orbital energy	-0.01571	Ha

The geometry in ORCA input format:
```
! RIJCOSX wB97M-V def2-TZVPD def2/J DEFGRID3
* xyz 0 1
C -0.46507 1.65490 0.18034
C 0.36815 0.68158 0.72495
C 0.11834 -0.66964 0.83332
C 1.61380 -0.04076 0.70742
C 2.51793 0.03571 -0.49172
C -3.00844 -0.70862 0.12134
N -1.67237 1.17865 -0.03758
N -1.78116 -0.06638 -0.20982
H -0.25010 2.70014 0.03995
H 2.12166 -0.31809 1.62789
H 2.05851 0.60802 -1.29629
H 2.72144 -0.97484 -0.85641
H 3.47172 0.49558 -0.22474
H -3.53540 -0.22272 0.94635
H -3.65130 -0.70411 -0.76488
H -2.78409 -1.74402 0.37176
*
```

two | A single C6H8N2 molecule. Source: OMol25; level of theory: wB97M-V/def2-TZVPD.

Calculated values
SMILES string	c1cc2n(c1)NCC2
lowest unoccupied orbital energy	0.03166	Ha

The geometry in ORCA input format:
```
! RIJCOSX wB97M-V def2-TZVPD def2/J DEFGRID3
* xyz 0 1
C -2.27461 -0.11854 0.04692
C -1.59561 1.10654 -0.04243
C -0.30853 0.61768 -0.31616
N -0.24372 -0.68546 -0.28064
C -1.44447 -1.20346 -0.13294
N 0.93801 -1.21089 0.22532
C 1.91226 -0.12054 0.03394
C 1.10886 1.14749 -0.03935
H -3.42144 -0.17025 0.48075
H -1.81748 2.17907 0.11754
H -1.66879 -2.19771 0.18552
H 1.05260 -1.70844 -0.65031
H 2.84750 -0.26528 0.70869
H 2.36480 -0.56424 -1.02502
H 1.72241 2.03237 -0.56668
H 0.82822 1.16168 1.25485
*
```

Which one sits at the top of the stability order? two does.

one | 4 unconnected molecules or ions with the total composition C2H10O3. Source: OMol25; level of theory: wB97M-V/def2-TZVPD.

Calculated values
SMILES string	C=C.O.O.O
lowest unoccupied orbital energy	0.00905	Ha

The geometry in ORCA input format:
```
! RIJCOSX wB97M-V def2-TZVPD def2/J DEFGRID3
* xyz 0 1
C -0.70703 -2.39245 -1.43820
C -0.23001 -1.15639 -1.53253
H -0.16091 -3.23827 -1.84689
H -1.58976 -2.50927 -0.81557
H 0.79355 -0.89462 -1.79060
H -0.76800 -0.34257 -1.06901
O -0.15963 2.45249 3.61137
H -0.12877 2.70105 2.68870
H -0.76485 1.69653 3.63236
O 3.87070 0.46442 -1.39876
H 3.76619 -0.31793 -0.86662
H 3.23881 0.39637 -2.12744
O -2.27152 0.92727 0.61255
H -2.69607 1.76057 0.86824
H -2.19269 0.45280 1.47239
*
```

two | 4 unconnected molecules or ions with the total composition C2H10O3. Source: OMol25; level of theory: wB97M-V/def2-TZVPD.

Calculated values
SMILES string	C=C.O.O.O
lowest unoccupied orbital energy	0.01428	Ha

The geometry in ORCA input format:
```
! RIJCOSX wB97M-V def2-TZVPD def2/J DEFGRID3
* xyz 0 1
C 1.47594 -0.92851 -1.86139
C 2.24050 0.10794 -1.62935
H 1.36698 -1.79513 -1.20458
H 0.77302 -1.05878 -2.66002
H 2.93579 0.42950 -0.84748
H 2.29888 1.00713 -2.22871
O -2.01813 0.85819 1.72201
H -2.73234 0.37412 1.28738
H -1.22516 0.31903 1.74329
O 0.61106 2.18386 -0.30493
H -0.18581 2.72193 -0.21317
H 0.30152 1.37410 0.11750
O -1.48802 -2.09495 1.30899
H -1.33851 -2.46627 2.19426
H -1.63544 -2.80884 0.68114
*
```

Which one sits at the top of the stability order? one does.

one | A single C3H2N2O2S molecule. Source: OMol25; level of theory: wB97M-V/def2-TZVPD.

Calculated values
SMILES string	N#CC(=S)O/C=N/O
lowest unoccupied orbital energy	-0.06475	Ha

The geometry in ORCA input format:
```
! RIJCOSX wB97M-V def2-TZVPD def2/J DEFGRID3
* xyz 0 1
N -1.37170 2.41275 -0.28009
C -1.55211 1.25286 -0.09531
C -1.61308 -0.16978 0.01348
S -2.92474 -1.11019 -0.43765
O -0.63858 -0.76142 0.89174
C 0.64072 -0.23585 0.74531
N 1.14155 -0.47207 -0.60025
O 2.47472 -0.51347 -0.56611
H 1.12179 0.05962 1.79036
H 2.72141 -0.46244 -1.46147
*
```

two | A single C3H2N2O2S molecule. Source: OMol25; level of theory: wB97M-V/def2-TZVPD.

Calculated values
SMILES string	O=c1nc(C=S)o[nH]1
lowest unoccupied orbital energy	-0.08039	Ha

The geometry in ORCA input format:
```
! RIJCOSX wB97M-V def2-TZVPD def2/J DEFGRID3
* xyz 0 1
O 2.79340 -0.18149 0.01618
C 1.56846 -0.14864 -0.19925
N 0.59884 -1.06369 -0.35936
C -0.51821 -0.26950 -0.08171
C -1.91510 -0.71301 0.21508
S -3.21919 0.25125 -0.20856
O -0.28398 0.94036 0.20717
N 1.00096 1.09638 -0.24578
H -1.84119 -1.83784 0.64905
H 1.81600 1.92616 0.00718
*
```

Which one sits at the top of the stability order? two does.